{
  "formula": "C5H8Cl2N2O3",
  "method": "the ωB97M-V functional and the def2-TZVPD basis",
  "homo_energy_ha": -0.3724,
  "spin_multiplicity": 1,
  "relative_energy_kj_mol": 125.44,
  "smiles": "O=C(CCl)NCOC(=O)NCCl",
  "fmax_ha_per_bohr": 0.11258,
  "lumo_energy_ev": 0.461,
  "mol_weight_g_mol": 215.036,
  "species": ["O", "C", "C", "Cl", "N", "C", "O", "C", "O", "N", "C", "Cl", "H", "H", "H", "H", "H", "H", "H", "H"],
  "xyz": [[0.861, 1.961, 3.543], [0.235, 1.318, 2.719], [-1.191, 0.908, 2.862], [-2.339, 2.246, 2.938], [0.947, 1.044, 1.548], [0.305, 0.970, 0.212], [0.948, -0.130, -0.349], [0.465, -0.234, -1.650], [-0.446, 0.357, -2.175], [0.764, -1.555, -2.096], [0.000, -2.034, -3.241], [0.200, -3.838, -2.841], [-1.254, 0.396, 3.878], [-1.472, 0.260, 2.041], [1.874, 1.504, 1.572], [0.457, 1.755, -0.460], [-0.762, 0.860, 0.312], [1.079, -2.262, -1.422], [-1.027, -1.686, -3.136], [0.356, -1.840, -4.255]],
  "forces_ev_per_angstrom": [[-0.9, -0.6, 0.7], [2.4, 2.1, -0.8], [-0.2, -1.3, 1.6], [0.1, 0.3, -0.2], [-1.2, 0.8, -1.1], [1.1, -0.5, 3.3], [-0.6, -0.1, -3.0], [-1.2, -5.6, 0.8], [1.1, 1.6, 0.1], [0.7, 2.7, -0.2], [0.4, -1.4, 1.8], [-0.8, 0.4, -1.2], [0.0, 0.4, -1.5], [-0.3, -0.3, 0.2], [-1.0, -0.5, 0.0], [0.4, 1.9, -0.4], [-0.4, -0.4, 0.1], [-0.1, 0.9, -0.6], [-0.1, -0.5, -0.1], [0.4, -0.1, 0.4]],
  "nbo_charge": [-0.576, 0.648, -0.493, -0.008, -0.625, 0.083, -0.496, 0.879, -0.617, -0.677, -0.140, -0.104, 0.261, 0.222, 0.413, 0.188, 0.182, 0.430, 0.217, 0.212]
}